Record 1
Computed, not measured: a structure of composition C54H120B3Cl3F12HfN6 in a non-equilibrium geometry, with wB97M-V/def2-TZVPD.

Last column: Löwdin charge in e.
Geometry (Å):
1 Hf -0.2403 0.6162 0.9939  1.596
2 C 0.0686 -4.8146 0.6970  -0.076
3 C -0.5083 -5.7465 -0.3406  -0.249
4 C -0.9296 -7.0371 0.3965  -0.097
5 N -1.3411 -8.3078 -0.4488  -0.238
6 C -2.0861 -9.3192 0.5113  -0.079
7 C -2.1517 -10.7198 -0.1155  -0.161
8 C -0.8461 -11.3129 -0.6505  -0.148
9 C -0.2456 -10.3122 -1.6885  -0.152
10 C -0.0598 -8.8665 -1.0620  -0.076
11 C -2.3814 -7.9576 -1.5111  0.036
12 H 0.8453 -5.1258 1.3956  0.100
13 H -0.8566 -4.5444 1.2059  0.079
14 H 0.4319 -3.9701 0.1113  0.072
15 H 0.1507 -5.8583 -1.2016  0.098
16 H -1.4300 -5.4083 -0.8140  0.094
17 H -1.8565 -6.7760 0.9071  0.133
18 H -0.1404 -7.3605 1.0752  0.132
19 H -1.5477 -9.2780 1.4581  0.131
20 H -3.0174 -8.8961 0.8878  0.133
21 H -2.4846 -11.3745 0.6898  0.128
22 H -2.9586 -10.7360 -0.8481  0.118
23 H -0.0242 -11.2169 0.0590  0.117
24 H -0.9043 -12.3207 -1.0616  0.130
25 H 0.6561 -10.7584 -2.1079  0.121
26 H -0.8494 -10.2302 -2.5923  0.103
27 H 0.6574 -8.9068 -0.2421  0.134
28 H 0.2563 -8.1576 -1.8272  0.123
29 H -3.3211 -7.6500 -1.0523  0.112
30 H -2.4788 -8.9483 -1.9552  0.091
31 H -1.9472 -7.2248 -2.1912  0.084
32 C 2.9935 8.5837 -4.2207  -0.054
33 C 2.7892 7.5483 -3.0351  -0.194
34 C 3.9725 6.5752 -2.9708  -0.083
35 N 4.1092 5.6324 -1.6885  -0.215
36 C 5.4595 4.8050 -1.7580  -0.106
37 C 5.3440 3.7327 -2.7748  -0.169
38 C 4.0290 2.8719 -2.7804  -0.141
39 C 2.7545 3.7731 -2.6295  -0.143
40 C 2.8952 4.7624 -1.5107  -0.131
41 C 4.2483 6.3356 -0.3145  0.022
42 H 3.8269 9.2499 -3.9976  0.077
43 H 2.2215 9.3506 -4.2842  0.082
44 H 3.2683 8.0699 -5.1419  0.080
45 H 1.8300 7.0346 -2.9700  0.105
46 H 2.8874 8.0536 -2.0743  0.095
47 H 4.9548 7.0394 -3.0587  0.138
48 H 3.9021 5.8140 -3.7479  0.112
49 H 6.2585 5.5094 -1.9894  0.139
50 H 5.7061 4.3757 -0.7870  0.117
51 H 5.4923 4.0969 -3.7913  0.122
52 H 6.2164 3.1392 -2.5012  0.121
53 H 4.1872 2.1475 -3.5793  0.106
54 H 3.9668 2.1327 -1.9818  0.086
55 H 2.5898 4.1933 -3.6217  0.114
56 H 1.8963 3.1066 -2.5435  0.114
57 H 2.0470 5.4416 -1.4245  0.132
58 H 3.1375 4.2269 -0.5927  0.105
59 H 3.4337 7.0475 -0.1811  0.097
60 H 5.1575 6.9309 -0.3982  0.111
61 H 4.2873 5.6302 0.5156  0.103
62 C -5.2739 4.2699 5.5484  -0.113
63 C -4.3052 5.2278 4.9395  -0.222
64 C -3.4621 4.7094 3.7254  -0.098
65 N -2.4072 5.6712 3.2047  -0.257
66 C -1.8508 5.0098 1.9327  -0.102
67 C -0.8772 5.9415 1.1674  -0.198
68 C -1.5237 7.2134 0.7477  -0.177
69 C -2.0892 7.9611 1.9888  -0.142
70 C -2.9793 7.0943 2.9015  -0.076
71 C -1.2555 5.9029 4.1768  0.053
72 H -6.1152 3.9519 4.9327  0.075
73 H -5.7055 4.6445 6.4765  0.092
74 H -4.8358 3.3085 5.8167  0.080
75 H -3.6992 5.5444 5.7884  0.114
76 H -4.9601 6.0563 4.6696  0.112
77 H -4.0541 4.5555 2.8233  0.125
78 H -2.8937 3.8419 4.0608  0.110
79 H -2.6101 4.7183 1.2070  0.134
80 H -1.3718 4.1070 2.3115  0.080
81 H -0.4599 5.4175 0.3076  0.097
82 H 0.0355 6.1776 1.7145  0.108
83 H -2.4114 7.0171 0.1465  0.124
84 H -0.8058 7.8606 0.2440  0.121
85 H -2.6578 8.8534 1.7267  0.126
86 H -1.2449 8.3668 2.5461  0.110
87 H -3.9538 6.8802 2.4625  0.133
88 H -3.2891 7.5112 3.8598  0.130
89 H -0.5995 6.6678 3.7613  0.099
90 H -0.8432 4.8992 4.2807  0.114
91 H -1.7080 6.2150 5.1180  0.105
92 C -2.9267 -4.4679 -3.8648  -0.047
93 C -1.7780 -3.3407 -3.8122  -0.166
94 C -0.5786 -3.6220 -4.8249  -0.101
95 N 0.6919 -2.7846 -4.5365  -0.214
96 C 1.7265 -3.1278 -5.6627  -0.077
97 C 2.9392 -2.1809 -5.4758  -0.166
98 C 2.5879 -0.6601 -5.5271  -0.128
99 C 1.5579 -0.4004 -4.3527  -0.188
100 C 0.2822 -1.2308 -4.4904  -0.056
101 C 1.3130 -3.1170 -3.1663  0.018
102 H -3.1910 -4.5784 -4.9165  0.076
103 H -3.7775 -4.1230 -3.2772  0.057
104 H -2.6275 -5.4615 -3.5311  0.046
105 H -1.3388 -3.4194 -2.8177  0.076
106 H -2.1156 -2.3194 -3.9883  0.105
107 H -0.8718 -3.3342 -5.8345  0.131
108 H -0.2636 -4.6654 -4.8142  0.125
109 H 1.2976 -3.1148 -6.6647  0.136
110 H 2.0179 -4.1726 -5.5560  0.130
111 H 3.6191 -2.4161 -6.2947  0.120
112 H 3.5256 -2.4855 -4.6089  0.105
113 H 2.1797 -0.4421 -6.5140  0.117
114 H 3.5183 -0.1153 -5.3668  0.104
115 H 1.1642 0.6159 -4.3398  0.113
116 H 2.0454 -0.3944 -3.3778  0.057
117 H -0.1285 -0.8966 -5.4431  0.144
118 H -0.2773 -1.0427 -3.5741  0.123
119 H 2.3057 -2.7473 -2.9096  0.097
120 H 1.3082 -4.1995 -3.2934  0.098
121 H 0.6491 -2.9099 -2.3270  0.078
122 C 5.8795 -2.6404 1.1567  -0.106
123 C 6.5550 -1.4315 1.7960  -0.190
124 C 5.4074 -0.3084 1.9427  -0.072
125 N 5.9778 1.0971 2.3324  -0.229
126 C 7.1581 0.9880 3.2726  -0.092
127 C 6.6136 0.4279 4.6565  -0.129
128 C 5.4672 1.2934 5.2906  -0.131
129 C 4.2917 1.5136 4.2471  -0.152
130 C 4.8610 1.9724 2.9266  -0.118
131 C 6.5603 1.6525 0.9899  0.032
132 H 4.9189 -2.9182 1.5904  0.079
133 H 6.4814 -3.5489 1.1386  0.081
134 H 5.7562 -2.5658 0.0762  0.072
135 H 7.4078 -1.1387 1.1835  0.100
136 H 6.9479 -1.7794 2.7514  0.106
137 H 4.6682 -0.6413 2.6713  0.110
138 H 4.7296 -0.1700 1.1004  0.106
139 H 8.0036 0.4608 2.8309  0.129
140 H 7.5049 2.0047 3.4573  0.131
141 H 6.3162 -0.6208 4.6506  0.106
142 H 7.3893 0.3824 5.4208  0.118
143 H 5.1255 0.8064 6.2039  0.116
144 H 5.8676 2.2480 5.6320  0.111
145 H 3.5584 0.7094 4.1875  0.105
146 H 3.5168 2.2241 4.5349  0.121
147 H 4.0729 2.1835 2.2038  0.086
148 H 5.3603 2.9175 3.1403  0.131
149 H 7.1686 0.8644 0.5461  0.097
150 H 7.0732 2.5909 1.2009  0.103
151 H 5.7843 1.8847 0.2606  0.084
152 C -4.8258 -4.1640 -0.0889  -0.091
153 C -5.9956 -3.3296 0.3926  -0.208
154 C -5.5850 -1.8913 0.4097  -0.124
155 N -6.6852 -0.8696 0.7580  -0.187
156 C -6.4447 0.5054 0.0008  -0.075
157 C -5.4741 1.4289 0.6761  -0.154
158 C -5.7379 1.5572 2.2046  -0.148
159 C -5.9133 0.1873 2.8727  -0.166
160 C -6.8608 -0.7516 2.2393  -0.151
161 C -8.1131 -1.3226 0.2360  0.038
162 H -5.0728 -5.2202 -0.1958  0.072
163 H -4.0190 -4.2004 0.6431  0.076
164 H -4.4463 -4.0412 -1.1033  0.064
165 H -6.2267 -3.6424 1.4108  0.125
166 H -6.8564 -3.4150 -0.2706  0.111
167 H -5.3531 -1.5685 -0.6053  0.120
168 H -4.6730 -1.6150 0.9388  0.130
169 H -6.0842 0.3536 -1.0166  0.139
170 H -7.4456 0.9336 -0.0540  0.127
171 H -4.4949 1.0113 0.4416  0.101
172 H -5.4863 2.4265 0.2371  0.130
173 H -4.9554 2.2232 2.5682  0.088
174 H -6.6565 2.1274 2.3431  0.118
175 H -4.9827 -0.3771 2.9321  0.113
176 H -6.2728 0.3088 3.8946  0.132
177 H -6.8173 -1.7067 2.7627  0.146
178 H -7.8841 -0.4238 2.4225  0.137
179 H -8.8705 -0.5436 0.3237  0.110
180 H -8.3972 -2.2757 0.6820  0.105
181 H -7.9151 -1.4949 -0.8219  0.107
182 Cl 1.9135 -0.2654 -0.5101  -0.057
183 Cl -1.6827 0.9936 3.3160  -0.055
184 Cl 1.2854 2.8097 1.5488  -0.071
185 B 1.0838 -1.1798 2.8955  -1.513
186 F 2.3551 -1.7307 2.7942  0.147
187 F 0.4682 -1.5023 4.0582  0.195
188 F 1.2146 0.1417 2.7568  0.034
189 F 0.2285 -1.5241 1.8485  0.071
190 B -2.0569 -1.4617 -0.1563  -1.507
191 F -2.2678 -0.4995 0.7455  0.112
192 F -2.0971 -2.7306 0.3855  0.169
193 F -3.0242 -1.2943 -1.1409  0.156
194 F -0.8325 -1.1717 -0.6497  0.095
195 B -1.5157 2.3514 -0.9613  -1.471
196 F -2.4274 1.7220 -1.7577  0.195
197 F -1.7351 2.2399 0.3867  0.062
198 F -0.3597 1.6341 -1.1453  0.059
199 F -1.3961 3.6677 -1.3095  0.188

Calculated values
Highest occupied orbital energy ... -0.6062 Eh
HOMO-LUMO gap ... 9.59 eV
Charge ... +4
Energy ... -140388.6586 eV



Record 2
Computed, not measured: a cluster of 8 separate species, C54H120F4N8O8S4 in total in a non-equilibrium geometry, with wB97M-V/def2-TZVPD.

Last column: Löwdin charge in e.
Geometry (Å):
1 C -3.3512 -2.0702 8.5814  -0.096
2 C -4.6581 -2.6784 8.1590  -0.225
3 C -5.5628 -1.6702 7.3741  -0.066
4 N -6.9752 -2.2341 6.9432  -0.211
5 C -6.7711 -3.5008 5.9847  -0.082
6 C -6.1866 -3.1674 4.6483  -0.182
7 C -6.8841 -2.0047 3.9601  -0.190
8 C -7.0907 -0.8678 4.8592  -0.198
9 C -7.7234 -1.0671 6.2361  -0.079
10 C -7.8161 -2.4439 8.2165  0.022
11 H -2.6855 -1.7487 7.7804  0.084
12 H -2.7736 -2.6946 9.2630  0.082
13 H -3.4549 -1.1717 9.1897  0.089
14 H -5.2078 -3.0543 9.0220  0.100
15 H -4.5439 -3.6512 7.6810  0.098
16 H -5.1269 -1.2566 6.4647  0.124
17 H -5.8840 -0.8232 7.9802  0.135
18 H -6.2623 -4.2949 6.5311  0.120
19 H -7.6911 -4.0768 5.8858  0.132
20 H -5.0971 -3.1399 4.6359  0.120
21 H -6.1421 -4.1436 4.1652  0.124
22 H -6.4102 -1.8712 2.9877  0.125
23 H -7.8287 -2.3238 3.5197  0.121
24 H -6.2240 -0.2091 4.9159  0.126
25 H -7.6859 -0.0798 4.3978  0.131
26 H -7.5449 -0.1706 6.8299  0.141
27 H -8.7822 -1.3006 6.1243  0.139
28 H -8.0987 -1.5657 8.7969  0.121
29 H -7.3136 -3.2288 8.7819  0.094
30 H -8.6962 -2.9547 7.8259  0.101
31 C -6.9799 1.4310 -4.0647  -0.092
32 C -6.6827 1.0701 -5.5323  -0.214
33 C -8.0260 0.6665 -6.2828  -0.125
34 N -8.1583 0.7158 -7.8099  -0.252
35 C -6.9041 -0.1214 -8.2946  -0.056
36 C -6.8628 -0.1233 -9.8586  -0.182
37 C -8.1280 -0.7300 -10.4588  -0.157
38 C -9.4399 -0.0604 -9.8699  -0.128
39 C -9.4396 0.0935 -8.3244  -0.089
40 C -8.0847 2.2101 -8.1291  0.041
41 H -6.0876 1.7094 -3.5039  0.081
42 H -7.4205 0.5888 -3.5311  0.079
43 H -7.7104 2.2366 -3.9896  0.084
44 H -6.0260 0.2113 -5.6715  0.100
45 H -6.2268 1.9855 -5.9096  0.098
46 H -8.8729 1.3019 -6.0240  0.128
47 H -8.1964 -0.3627 -5.9668  0.132
48 H -6.9857 -1.1756 -8.0297  0.140
49 H -6.0220 0.3712 -7.8856  0.118
50 H -5.9988 -0.6236 -10.2959  0.122
51 H -6.7048 0.8840 -10.2438  0.108
52 H -8.1111 -1.7819 -10.1735  0.112
53 H -8.0007 -0.7546 -11.5411  0.122
54 H -10.3143 -0.6347 -10.1760  0.122
55 H -9.6891 0.8838 -10.3542  0.111
56 H -9.4973 -0.8965 -7.8719  0.138
57 H -10.2845 0.7076 -8.0128  0.141
58 H -8.1694 2.1128 -9.2115  0.091
59 H -7.2364 2.8069 -7.7940  0.111
60 H -8.9718 2.7240 -7.7591  0.116
61 C 1.8600 9.0908 4.2145  -0.072
62 C 1.0160 9.4481 2.9825  -0.271
63 C -0.3965 9.8136 3.3096  -0.122
64 N -1.4066 10.1394 2.1511  -0.200
65 C -1.4429 8.9671 1.1625  -0.140
66 C -2.5145 9.0904 0.1025  -0.158
67 C -3.8793 9.1797 0.8918  -0.175
68 C -3.9069 10.4364 1.7553  -0.155
69 C -2.7735 10.4785 2.8328  -0.051
70 C -0.8361 11.3842 1.3153  0.064
71 H 2.9331 9.1244 4.0266  0.087
72 H 1.4349 8.1499 4.5639  0.090
73 H 1.6316 9.8663 4.9457  0.079
74 H 1.1894 8.6403 2.2715  0.109
75 H 1.5919 10.2351 2.4956  0.106
76 H -0.4192 10.6969 3.9479  0.138
77 H -0.8374 9.0124 3.9028  0.142
78 H -1.5535 8.0393 1.7238  0.148
79 H -0.4569 8.9216 0.7000  0.119
80 H -2.4982 8.0848 -0.3177  0.115
81 H -2.3438 9.7955 -0.7110  0.115
82 H -3.9663 8.2627 1.4746  0.120
83 H -4.6813 9.1354 0.1549  0.112
84 H -4.8733 10.5227 2.2519  0.127
85 H -3.7629 11.2316 1.0239  0.109
86 H -2.9342 9.8575 3.7141  0.142
87 H -2.7490 11.5526 3.0162  0.126
88 H -1.5595 11.6849 0.5575  0.089
89 H 0.0739 11.0678 0.8055  0.099
90 H -0.7478 12.1962 2.0372  0.107
91 C 3.5895 3.4664 -3.4690  -0.070
92 C 2.5371 2.6493 -4.2130  -0.240
93 C 2.5742 1.1570 -3.9083  -0.115
94 N 1.3955 0.2495 -4.5216  -0.199
95 C 1.6349 -1.2148 -4.0264  -0.074
96 C 0.7190 -2.2233 -4.8364  -0.126
97 C 0.4972 -1.9188 -6.3983  -0.164
98 C 0.3680 -0.4648 -6.8315  -0.169
99 C 1.3837 0.4140 -6.0656  -0.098
100 C 0.0923 0.8296 -3.9179  0.028
101 H 4.5168 2.9184 -3.6354  0.075
102 H 3.4982 3.4850 -2.3830  0.092
103 H 3.7593 4.4134 -3.9813  0.089
104 H 2.7114 2.7240 -5.2864  0.109
105 H 1.5333 3.0091 -3.9871  0.106
106 H 2.4597 0.9579 -2.8428  0.125
107 H 3.5453 0.6756 -4.0247  0.130
108 H 2.6754 -1.4578 -4.2419  0.124
109 H 1.4645 -1.2937 -2.9527  0.132
110 H 1.0858 -3.2419 -4.7096  0.111
111 H -0.2688 -2.1733 -4.3783  0.093
112 H 1.3584 -2.3615 -6.8988  0.114
113 H -0.4709 -2.3710 -6.6140  0.113
114 H 0.5327 -0.5203 -7.9075  0.128
115 H -0.6169 -0.0627 -6.5944  0.109
116 H 2.3110 0.2713 -6.6205  0.142
117 H 1.1176 1.4668 -6.1600  0.115
118 H -0.3526 1.7164 -4.3693  0.113
119 H 0.3196 1.0014 -2.8658  0.110
120 H -0.6016 0.0004 -3.7801  0.096
121 C 0.2825 -7.7498 -0.0385  -0.086
122 C 1.5791 -7.1914 0.6315  -0.191
123 C 1.1822 -6.6718 2.0808  -0.111
124 N 2.3905 -6.0920 2.8656  -0.254
125 C 3.4712 -7.0751 3.2271  -0.100
126 C 4.3518 -6.8321 4.5075  -0.150
127 C 3.6070 -6.4223 5.7720  -0.170
128 C 2.5208 -5.3786 5.3922  -0.127
129 C 1.6591 -5.5716 4.0874  -0.113
130 C 3.0287 -4.8816 2.1100  0.057
131 H 0.4759 -8.1335 -1.0402  0.076
132 H -0.4850 -6.9862 -0.1649  0.076
133 H -0.0899 -8.5873 0.5514  0.080
134 H 1.9572 -6.3470 0.0552  0.097
135 H 2.3181 -7.9729 0.8082  0.105
136 H 0.7983 -7.4952 2.6829  0.134
137 H 0.4924 -5.8302 2.0182  0.130
138 H 2.9009 -8.0018 3.2906  0.132
139 H 4.1774 -7.2660 2.4190  0.127
140 H 4.9906 -7.6947 4.6972  0.123
141 H 5.0926 -6.0667 4.2757  0.112
142 H 3.0707 -7.2574 6.2226  0.117
143 H 4.3341 -6.0191 6.4768  0.124
144 H 1.7738 -5.3940 6.1859  0.120
145 H 3.0351 -4.4267 5.2602  0.113
146 H 0.8293 -6.1951 4.4202  0.129
147 H 1.1903 -4.6562 3.7262  0.133
148 H 3.5451 -4.1872 2.7727  0.112
149 H 2.1596 -4.3775 1.6874  0.105
150 H 3.6983 -5.2969 1.3568  0.100
151 C 9.5507 -2.0155 -0.8492  -0.120
152 C 10.9721 -2.4661 -0.7940  -0.225
153 C 11.2097 -3.9707 -1.2583  -0.091
154 N 12.6173 -4.3236 -1.8123  -0.219
155 C 12.7469 -5.8387 -2.1330  -0.095
156 C 13.9991 -6.3000 -2.9594  -0.147
157 C 14.1686 -5.4893 -4.2209  -0.196
158 C 13.9253 -3.9856 -4.0895  -0.147
159 C 12.7302 -3.5638 -3.2174  -0.059
160 C 13.6952 -3.9780 -0.8099  0.027
161 H 9.2019 -1.1035 -0.3648  0.092
162 H 8.8575 -2.8091 -0.5705  0.073
163 H 9.2131 -1.9651 -1.8844  0.077
164 H 11.3750 -2.3837 0.2155  0.112
165 H 11.4143 -1.7331 -1.4687  0.104
166 H 10.5050 -4.1211 -2.0762  0.117
167 H 10.9632 -4.6866 -0.4743  0.135
168 H 11.8140 -6.1559 -2.5990  0.132
169 H 12.8211 -6.4203 -1.2141  0.127
170 H 13.9905 -7.3891 -3.0033  0.135
171 H 14.8366 -6.0552 -2.3063  0.106
172 H 13.5619 -5.8847 -5.0356  0.117
173 H 15.1801 -5.7454 -4.5360  0.125
174 H 13.8778 -3.3874 -4.9994  0.133
175 H 14.8396 -3.7196 -3.5591  0.113
176 H 11.8634 -3.7055 -3.8630  0.135
177 H 12.7838 -2.5313 -2.8721  0.120
178 H 13.6561 -2.9988 -0.3327  0.111
179 H 14.6300 -4.2546 -1.2975  0.097
180 H 13.6649 -4.6586 0.0410  0.114
181 N -3.7972 6.1011 7.9205  -0.245
182 S -2.8317 4.6833 8.1349  0.617
183 O -1.6380 4.4549 7.3232  -0.286
184 O -3.5699 3.4813 8.5292  -0.318
185 F -2.2771 5.1645 9.6171  -0.234
186 S -4.2577 5.6209 6.6161  0.408
187 O -5.2315 4.4933 6.5745  -0.339
188 O -3.3530 5.8625 5.4560  -0.353
189 F -5.3738 6.7978 6.4049  -0.251
190 N 0.6957 0.7564 1.7683  -0.287
191 S -0.8341 0.8972 2.5118  0.588
192 O -1.5809 2.1094 2.2450  -0.264
193 O -0.9406 0.1411 3.7235  -0.279
194 F -1.6692 -0.2332 1.6520  -0.265
195 S 1.3368 1.5784 2.7447  0.386
196 O 1.7104 0.8306 3.9446  -0.309
197 O 1.0232 3.0581 2.8667  -0.323
198 F 2.7309 1.7109 1.9214  -0.249

Calculated values
Highest occupied orbital energy ... -0.4425 Eh
Relative energy (zero: lowest compared OMol25 entry of this formula, charge and spin) ... 1103.3 kJ/mol
HOMO-LUMO gap ... 5.86 eV
Charge ... +4
Energy ... -140412.5225 eV



Q: The highest HOMO-LUMO gap belongs to which entry?
A: C54H120B3Cl3F12HfN6